No. 1
This record from the OMol25 dataset describes a molecular structure, C37H36AsI2N3OPZr. The level of theory is the ωB97M-V functional and the def2-TZVPD basis.

Computed properties:
**ΔE to the lowest compared entry with this formula, charge and spin**: 44.2 kJ/mol
**Strongest force on any atom**: 0.94 eV/Å
**Net charge**: +3
**Orbital gap**: 0.1573 Ha

Each line ends with the Mulliken charge.
Cartesian coordinates (Å):
I: -3.05382 2.89556 7.55258  0.245
I: -2.12411 4.74128 1.92942  0.158
Zr: -2.09050 -0.32905 0.96477  0.038
As: 4.79693 1.54477 -1.11015  0.186
P: 0.43376 0.53622 0.09899  0.419
O: -2.39958 1.49432 1.51267  -0.477
N: -2.74434 -0.41004 3.13929  0.927
N: -2.77802 -2.59594 0.55805  -0.408
N: -4.34264 -0.33026 0.35988  -0.368
C: 3.19880 2.48708 -3.45964  0.085
C: -2.72729 0.84685 3.70548  0.368
C: -2.68004 -0.40441 -3.24724  -0.603
C: -1.75802 1.02434 -1.53876  0.659
C: -4.26384 -2.75503 0.54602  -0.623
C: -2.96759 -1.45099 3.95116  -0.319
C: 4.57408 -2.58620 -1.86380  -0.471
C: 1.44419 -2.17133 0.30026  -0.817
C: -2.44618 3.19142 3.25586  -0.643
C: 4.07758 2.79743 -2.42008  0.326
C: -1.76079 -1.39625 -2.91557  -0.606
C: -3.13176 -0.05237 5.88400  -0.520
C: -3.17527 -1.31174 5.31444  -1.414
C: 1.46785 -3.39072 0.96467  -0.800
C: -2.82470 2.43084 5.54277  -0.364
C: -2.68061 0.80248 -2.55857  -0.972
C: 4.96890 -1.56243 -3.99659  -0.593
C: -0.83699 -1.18491 -1.89955  -0.301
C: 0.79031 -3.56539 2.17187  -0.959
C: 4.02249 5.11558 -3.10477  -0.626
C: 3.11740 1.30517 -0.03178  -1.365
C: 4.69244 -0.17384 -2.03831  0.239
C: 3.14999 4.79696 -4.13312  -0.541
C: -2.52900 1.90401 2.80651  0.470
C: 0.74990 -1.09460 0.85336  0.841
C: -4.85369 -1.59892 -0.23226  -0.482
C: 4.77864 -2.70411 -3.23243  -0.662
C: 1.91897 1.00944 -0.90321  -0.085
C: 2.74034 3.48105 -4.31145  -0.754
C: 4.93225 -0.30607 -3.40380  -0.429
C: 0.10681 -1.26416 2.09497  -0.766
C: 4.53839 -1.33053 -1.27204  -0.326
C: 0.11705 -2.50100 2.74947  -1.050
C: -2.59650 3.43983 4.64420  -0.136
C: -0.80523 0.03673 -1.20353  -0.580
C: -2.89819 1.07663 5.08522  0.466
C: 4.48728 4.11926 -2.25582  -0.631
H: 4.44213 -1.26145 -0.19229  0.417
H: -4.53242 -1.63129 -1.27470  0.225
H: -4.55852 0.45770 -0.25075  0.340
H: -3.38003 -0.56571 -4.05720  0.493
H: -0.10929 -1.95564 -1.67582  0.535
H: 2.97906 2.22143 0.54283  0.539
H: 2.07853 3.22748 -5.12983  0.423
H: -2.98025 -2.43578 3.49762  0.600
H: -3.37170 1.58822 -2.83802  0.582
H: 4.49271 -3.47653 -1.25090  0.497
H: 4.82932 -3.68123 -3.69385  0.444
H: -1.73510 1.98789 -1.03505  0.435
H: 0.83350 -4.52011 2.67945  0.481
H: -4.55697 -3.70810 0.10732  0.489
H: -5.94241 -1.63369 -0.21543  0.459
H: -0.33483 -2.60627 3.72785  0.693
H: 5.11398 0.56954 -4.01334  0.557
H: 1.99850 -2.05602 -0.62525  0.763
H: -2.53452 4.46242 4.99090  0.392
H: 2.80239 5.56828 -4.80729  0.415
H: -1.74374 -2.32447 -3.47326  0.521
H: -4.84590 -0.12951 1.22596  0.346
H: -3.28166 0.06922 6.94983  0.287
H: -2.42025 -2.83430 -0.36927  0.272
H: 3.32664 0.49508 0.67008  0.441
H: -0.22123 -0.37667 2.65052  1.241
H: -3.36444 -2.18783 5.91793  0.484
H: 2.03035 -4.21485 0.54424  0.535
H: -2.35503 -3.28711 1.17762  0.296
H: 5.16774 -1.64772 -5.05670  0.430
H: 2.09636 0.17391 -1.58765  0.300
H: 1.61728 1.87641 -1.49510  0.726
H: 5.18963 4.37430 -1.47033  0.377
H: 4.35841 6.13527 -2.97274  0.435
H: 2.88962 1.46262 -3.63049  0.503
H: -4.61348 -2.74242 1.57967  0.292

Forces on atoms 1 to 3 (eV/Å):
0.0 0.0 0.0
0.0 0.0 0.0
0.3 0.9 0.0


No. 2
This record from the OMol25 dataset describes a molecular structure, Ca8O20P5 at a distorted geometry. The level of theory is the ωB97M-V functional and the def2-TZVPD basis.

Computed properties:
**ΔE to the lowest compared entry with this formula, charge and spin**: 0.0 kJ/mol
**Strongest force on any atom**: 3.65 eV/Å
**Net charge**: +1
**Orbital gap**: 0.0618 Ha

Each line ends with the Mulliken charge.
Cartesian coordinates (Å):
Ca: 3.82200 1.59357 -2.52385  0.563
Ca: -0.98215 -3.33837 0.59739  1.124
Ca: 3.54226 -0.88409 0.88330  1.299
Ca: 1.60638 -2.37059 -2.14275  0.583
Ca: -1.46313 2.56014 -0.83043  1.620
Ca: 0.03229 0.24772 1.30710  1.468
Ca: 0.36418 1.38013 -4.37897  0.935
Ca: -1.39432 -1.27862 -3.44486  0.314
P: 2.46526 -3.49062 1.02874  0.807
P: -0.82406 -1.76404 3.58583  0.313
P: 1.05373 0.10521 -1.32351  -0.440
P: -2.76362 1.86095 2.31916  0.435
P: -1.18375 3.85816 -3.57914  0.444
O: -4.24656 1.66486 2.10391  -0.334
O: 0.59416 -0.28490 -2.74295  0.321
O: -2.80811 3.34864 2.61047  -0.351
O: 0.44395 1.31182 -0.62889  -0.617
O: 1.02694 -4.11325 1.05832  -0.789
O: -2.52785 3.47342 -4.11552  -0.633
O: -0.69859 -1.65546 2.03806  0.209
O: -2.23434 1.09575 3.47583  -0.364
O: -0.15945 -0.53108 4.12540  -0.505
O: -1.10941 4.92950 -2.48750  -0.680
O: 0.03262 4.09411 -4.50518  -0.714
O: -0.59928 2.57410 -2.75588  -0.218
O: 2.80231 -2.71712 -0.38441  -0.846
O: -1.92754 1.47922 1.05455  -0.576
O: 0.64592 -1.18435 -0.49413  0.223
O: 3.55897 -4.49137 1.07768  -0.691
O: -2.20061 -2.19223 3.98439  -0.370
O: 2.64769 -2.42982 2.15594  -0.838
O: -0.10001 -2.97158 4.13917  -0.240
O: 2.58413 0.12017 -1.20725  -0.454

Forces on atoms 1 to 3 (eV/Å):
0.0 0.0 0.1
1.5 -0.1 0.9
0.0 -1.8 -0.3


No. 3
This record from the OMol25 dataset describes a molecular structure, C20H39N4O4Re. The level of theory is the ωB97M-V functional and the def2-TZVPD basis.

Computed properties:
**ΔE to the lowest compared entry with this formula, charge and spin**: 0.0 kJ/mol
**Strongest force on any atom**: 0.73 eV/Å
**Net charge**: +3
**<S²>**: 0.757
**Spin multiplicity**: 2
**Orbital gap (alpha / beta)**: 0.2923 / 0.2842 Ha

Each line ends with the Mulliken charge.
Cartesian coordinates (Å):
Re: -0.92522 0.12882 -0.58317  2.503
O: -4.21518 -1.96552 -0.23388  -0.360
O: -0.02053 1.72541 -4.11699  -0.421
O: -2.65754 -0.33313 -0.48102  -0.450
O: -0.28452 0.33293 -2.35118  -0.815
N: -0.60792 0.00460 1.51681  -0.578
N: 2.30854 0.47152 -1.39990  0.133
N: -0.65236 -2.01888 -0.51259  0.931
N: -0.55389 2.26570 -0.73177  -0.269
C: 4.19208 -1.08265 -1.53737  -1.913
C: -1.96765 -2.61861 -0.90950  -0.439
C: -2.75941 3.07661 0.20244  -1.895
C: 1.92615 -2.07343 -1.55182  -2.057
C: 0.40527 -2.54378 -1.50587  -0.156
C: -3.10406 -1.72643 -0.49319  -0.167
C: -1.07031 2.60807 -2.09495  -0.615
C: 2.79541 -0.95136 -0.92046  1.466
C: -2.71354 0.94665 2.57594  -1.995
C: -0.78255 2.48484 1.78040  -1.618
C: -0.53242 1.03044 3.76855  -1.543
C: -1.25365 3.01197 0.40853  0.260
C: 2.94705 -1.01931 0.59176  -1.797
C: -0.42855 1.60109 -3.02500  0.405
C: -0.98018 -1.40963 1.89131  -1.185
C: 1.93145 1.49065 -0.35052  -0.671
C: -1.21091 1.13164 2.40113  1.420
C: -0.34589 -2.38407 0.90982  -0.642
C: 0.94002 2.58912 -0.74620  -1.245
C: 0.45140 -4.07165 -1.47211  -1.829
H: -1.10535 3.24421 2.49719  0.573
H: 1.53380 0.32264 -2.06188  0.431
H: 0.88755 -4.44154 -0.54299  0.476
H: -3.26391 0.78994 1.65409  0.321
H: -2.06704 -1.47208 1.90332  0.303
H: -3.21105 2.11216 -0.02966  0.331
H: -0.68981 -3.39791 1.12079  0.406
H: 1.08542 -4.41742 -2.28782  0.556
H: -0.87241 1.84769 4.40357  0.492
H: 1.20135 2.99830 -1.72326  0.578
H: -2.12265 -3.61089 -0.48963  0.651
H: 4.15773 -1.05153 -2.62758  0.519
H: -0.51875 -4.53829 -1.62175  0.326
H: 0.31208 2.53747 1.82526  0.377
H: 3.31828 -2.01539 0.83415  0.430
H: -0.01887 -2.22950 -2.45929  0.552
H: -2.00764 -2.69507 -1.99924  0.513
H: 0.55577 1.10905 3.69289  0.397
H: -0.62696 -1.63366 2.89822  0.599
H: -2.92623 0.11934 3.25165  0.539
H: 0.38884 0.07177 1.72837  0.358
H: 2.02788 -0.88404 1.15637  0.416
H: 3.68835 -0.30912 0.95822  0.472
H: 2.49319 -2.95746 -1.25361  0.787
H: -0.80805 3.62173 -2.40272  0.481
H: 1.09724 3.39968 -0.03375  0.613
H: 0.73567 -2.39038 1.02256  0.558
H: -3.11421 1.83974 3.05421  0.432
H: 1.58527 0.95130 0.52412  -0.240
H: -0.78810 0.10739 4.28542  0.380
H: -3.22348 3.44254 1.11677  0.488
H: 4.64185 -2.03005 -1.24683  0.450
H: 3.06632 0.86134 -1.96804  0.599
H: -0.86870 4.03594 0.34880  0.541
H: 2.85978 1.97582 -0.04679  0.774
H: -3.02525 3.78160 -0.58262  0.547
H: 4.84818 -0.28901 -1.17524  0.517
H: -2.15341 2.49401 -2.12308  0.454
H: 2.09617 -2.00190 -2.62941  0.548

Forces on atoms 1 to 3 (eV/Å):
-0.1 0.0 0.7
0.2 0.0 0.0
-0.1 0.1 0.1


Which formula does entry 3 have? C20H39N4O4Re